32
Properties=species:S:1:pos:R:3 method="wB97M-V/def2-TZVPD" homo_energy_ev=-5.73 gap_ev=3.15 lumo_energy_ha=-0.09499
F -2.232 -0.104 2.702
N -2.289 0.247 1.274
C -0.974 -0.186 0.760
C -0.764 -1.617 0.726
C 0.524 -2.154 0.224
C 1.470 -1.073 -0.144
C 1.049 0.314 0.013
N -0.147 0.855 0.431
H -1.568 -2.312 1.072
H 0.723 -3.248 0.187
H 2.582 -1.338 -0.544
H 1.826 1.087 -0.250
Be -2.053 1.689 2.774
C 3.002 -3.912 -3.304
N 3.394 -3.244 -2.062
O 4.107 -2.229 -2.159
O 2.964 -3.751 -0.988
H 3.432 -3.374 -4.149
H 3.383 -4.933 -3.263
H 1.916 -3.896 -3.350
O -0.114 3.708 0.001
H -0.023 2.794 0.279
B -2.843 5.106 1.768
F -3.999 5.450 2.504
F -2.347 3.807 2.230
F -3.198 4.973 0.385
F -1.865 6.082 1.924
Li -3.156 2.790 0.179
K 0.455 -4.763 -4.115
Cl 3.695 -0.470 -1.375
Cs -5.432 1.624 0.714
F -1.516 2.077 5.554

=====

14
Properties=species:S:1:pos:R:3 method="wB97M-V/def2-TZVPD" homo_energy_ev=-8.76 gap_ev=9.85 lumo_energy_ha=0.03990 relative_energy_kj_mol=48.7 smiles=C1CCNC1
C 0.192 0.289 -1.306
N 0.792 -0.939 -0.717
C 0.592 -0.906 0.739
C -0.178 0.330 1.151
C -0.740 0.907 -0.219
H -0.489 -0.005 -2.104
H 0.998 1.010 -1.505
H 0.317 -1.747 -1.093
H 1.604 -0.809 1.188
H 0.074 -1.828 1.023
H -1.099 0.097 1.704
H 0.369 1.126 1.652
H -0.699 1.999 -0.126
H -1.733 0.474 -0.387

=====

15
Properties=species:S:1:pos:R:3 method="wB97M-V/def2-TZVPD" total_charge=+1 homo_energy_ev=-13.32 gap_ev=9.40 lumo_energy_ha=-0.14418 relative_energy_kj_mol=165.5
C 0.937 1.427 0.534
C -1.266 0.041 -0.796
C -0.502 -0.501 0.160
C -0.289 -1.862 0.435
N 0.215 0.463 1.025
N 1.309 1.444 -0.722
Br -2.231 -0.991 -2.057
H 1.470 2.050 1.273
H 0.899 0.802 -1.353
H -1.427 1.181 -0.806
H 0.690 -2.077 0.779
H -0.800 -2.401 -0.429
H -0.983 -2.324 1.075
H 0.145 0.493 1.999
H 1.833 2.256 -1.117

=====

120
Properties=species:S:1:pos:R:3 method="wB97M-V/def2-TZVPD" total_charge=-1 spin_multiplicity=2 homo_energy_ev="-0.66 / -7.88" gap_ev="2.15 / 9.29" lumo_energy_ha="0.05471 / 0.05191" relative_energy_kj_mol=436.9
H -0.972 0.720 5.222
H 0.080 0.805 6.430
O -0.839 0.580 6.176
H -4.237 -2.034 -5.212
H -3.176 -2.130 -4.266
O -3.931 -1.462 -4.520
H -0.578 -0.517 -5.798
H -1.148 0.578 -6.664
O -0.387 -0.141 -6.693
H 0.592 2.699 3.306
H 1.015 1.389 3.623
O 0.309 1.927 3.926
H 1.439 3.017 -4.391
H 1.387 4.557 -4.412
O 1.897 3.820 -4.103
H 2.100 -0.431 -1.315
O 2.052 -1.205 -1.909
H -0.570 2.436 -1.724
O 0.327 2.168 -2.019
H 3.712 0.472 -2.756
H 5.314 0.248 -2.322
O 4.648 0.443 -2.959
H 0.979 5.008 1.114
H 1.668 6.323 1.337
O 1.814 5.423 0.990
H 5.756 -2.117 0.949
H 5.775 -3.424 1.808
O 5.230 -2.955 1.151
H 1.459 -6.009 2.697
H 1.686 -5.767 1.159
O 1.886 -5.431 2.034
H 3.900 2.821 -0.914
O 3.312 3.116 -1.677
H 4.613 3.445 1.202
H 3.831 2.298 1.857
O 4.500 3.055 2.107
H -2.994 0.534 -4.216
H -2.389 1.834 -4.608
O -3.112 1.243 -4.927
H -2.659 2.159 1.106
H -2.294 2.151 -0.297
O -2.416 2.754 0.403
H 2.916 -0.387 -3.906
H 3.524 0.763 -4.676
O 2.698 0.444 -4.263
H 2.664 -5.124 -1.044
H 2.088 -6.001 -2.299
O 1.854 -5.439 -1.485
H -1.830 6.182 -0.845
H -0.588 6.456 0.062
O -1.046 6.687 -0.816
H 2.627 -0.881 1.066
O 3.024 -1.272 0.220
H 1.365 2.208 0.052
H -0.068 2.578 0.266
O 0.769 2.659 0.689
H -6.069 -2.113 1.146
O -5.216 -1.752 1.392
H -3.231 -3.818 1.425
H -4.070 -4.604 0.513
O -3.856 -3.711 0.731
H -2.388 4.658 2.155
H -1.424 4.390 0.974
O -1.603 5.000 1.740
H 3.580 -0.066 3.545
H 3.266 -0.033 5.155
O 2.986 0.182 4.236
H -1.260 -4.786 -4.876
H -1.379 -3.346 -5.318
O -1.892 -4.105 -5.108
H 6.343 0.659 1.601
H 4.925 0.621 1.221
O 5.571 0.104 1.841
H -1.154 -4.263 3.223
H 0.301 -4.876 3.973
O -0.556 -4.399 3.933
H -1.292 2.571 4.685
H -2.656 2.486 5.613
O -2.333 2.514 4.720
H 2.120 -2.133 4.883
H 1.235 -3.161 5.487
O 2.162 -2.911 5.390
H -3.314 0.532 2.782
H -1.784 0.224 3.183
O -2.472 0.015 2.587
H 3.606 -3.454 -3.450
H 3.216 -2.464 -2.263
O 3.770 -3.225 -2.541
H -1.724 -1.671 5.464
O -1.478 -1.989 4.599
H -0.154 -0.153 1.044
H -0.485 0.569 -0.046
O 0.331 0.203 0.298
H 3.493 -1.979 0.651
H 1.721 -1.834 -1.239
H -4.804 -2.212 2.202
H 0.722 3.040 -2.289
H 3.775 3.770 -2.185
H -1.330 -2.962 4.770
O -3.091 0.408 -1.186
H -3.486 1.062 -1.703
H -3.330 0.020 -0.322
O -3.721 -2.470 3.350
H -3.519 -1.524 3.334
H -3.632 -2.728 4.277
O -0.832 -1.119 -3.772
H 0.044 -0.849 -3.440
H -1.500 -1.351 -3.097
O -5.299 -0.176 3.345
H -5.447 -0.692 2.497
H -5.740 0.627 3.536
O -4.389 2.617 -3.327
H -3.553 2.699 -3.783
H -4.987 2.147 -3.899
O -0.023 1.580 -4.484
H 0.372 1.344 -5.308
H 0.693 1.124 -3.998
O -0.820 -2.727 -0.487
H -1.088 -3.365 0.167
H 0.118 -2.527 -0.258

=====

| no. | electronic energy (eV) |
| --- | --- |
| 1 | -63935.743 |
| 2 | -5783.308 |
| 3 | -77292.775 |
| 4 | -83195.715 |